ORCA calculation (ωB97M-V/def2-TZVPD) on 2 unconnected molecules or ions with the total composition C3H7N2S at a distorted geometry.

Results
- relative energy (zero: lowest compared OMol25 entry of this formula, charge and spin) (eV) = 3.601
- E_tot (a.u.) = -625.83984
- HOMO-LUMO gap (eV) = 9.8
- highest occupied orbital energy (eV) = -13.93
- lowest unoccupied orbital energy (eV) = -4.2

```
! RIJCOSX wB97M-V def2-TZVPD def2/J DEFGRID3
* xyz 1 1
C -3.032 -1.610 0.404
C -1.962 -1.101 0.281
C 1.116 0.985 -0.674
N 1.266 0.138 -1.635
N 1.313 0.622 0.574
S 1.039 1.771 1.902
H -3.996 -2.026 0.336
H 0.428 0.728 2.489
H -1.018 -0.702 0.095
H 0.659 1.922 -0.940
H 0.908 0.270 -2.519
H 1.538 -0.813 -1.313
H 1.741 -0.184 0.999
*
```


ORCA calculation (ωB97M-V/def2-TZVPD) on a gas-phase ion, C3H7N2S (charge +1) at a distorted geometry.

Results
- relative energy (zero: lowest compared OMol25 entry of this formula, charge and spin) (eV) = 2.080
- E_tot (a.u.) = -625.89574
- HOMO-LUMO gap (eV) = 8.2
- highest occupied orbital energy (eV) = -12.74
- lowest unoccupied orbital energy (eV) = -4.6

```
! RIJCOSX wB97M-V def2-TZVPD def2/J DEFGRID3
* xyz 1 1
C 0.651 0.974 -0.004
C 1.688 0.098 -0.107
C -1.494 -0.326 0.078
N -0.719 0.652 0.077
N 1.663 -1.258 -0.032
S -3.213 -0.228 0.061
H 1.058 1.916 0.154
H 2.762 0.510 -0.290
H -1.276 -1.382 0.236
H -1.255 1.570 0.044
H 2.444 -1.901 0.040
H 0.799 -1.705 -0.041
H -3.108 1.079 -0.216
*
```


ORCA calculation (ωB97M-V/def2-TZVPD) on a molecular structure, C3H7N3 at a distorted geometry.

Results
- relative energy (zero: lowest compared OMol25 entry of this formula, charge and spin) (eV) = 0.808
- E_tot (a.u.) = -282.74455
- HOMO-LUMO gap (eV) = 9.6
- highest occupied orbital energy (eV) = -8.52
- lowest unoccupied orbital energy (eV) = 1.0

```
! RIJCOSX wB97M-V def2-TZVPD def2/J DEFGRID3
* xyz 0 1
C -0.929 -1.138 0.311
C -1.419 0.468 -0.610
N 0.440 -0.801 0.455
C 0.746 0.445 -0.040
N 2.002 0.954 0.250
N -0.212 1.146 -0.555
H 0.922 -1.070 1.302
H 2.769 0.355 -0.019
H 2.108 1.896 -0.098
H -1.117 -1.875 -0.462
H -1.419 -1.377 1.254
H -2.263 1.053 -0.248
H -1.628 -0.054 -1.540
*
```


ORCA calculation (ωB97M-V/def2-TZVPD) on C3H7N3 in the gas phase at a distorted geometry.

Results
- relative energy (zero: lowest compared OMol25 entry of this formula, charge and spin) (eV) = 0.406
- E_tot (a.u.) = -282.75933
- HOMO-LUMO gap (eV) = 9.6
- highest occupied orbital energy (eV) = -8.73
- lowest unoccupied orbital energy (eV) = 0.9

```
! RIJCOSX wB97M-V def2-TZVPD def2/J DEFGRID3
* xyz 0 1
C -0.624 0.998 -0.088
C 1.238 -0.680 0.135
C 0.688 -1.839 -0.211
H -1.343 -0.382 1.195
H -2.503 0.484 0.273
H -0.221 2.701 -0.990
H 1.343 1.345 0.009
H 2.325 -0.697 0.378
H 1.325 -2.747 -0.238
H -0.376 -1.983 -0.385
N -1.569 0.058 0.278
N -0.970 2.125 -0.617
N 0.687 0.617 0.262
*
```


ORCA calculation (ωB97M-V/def2-TZVPD) on C3H7N3 in the gas phase at a distorted geometry.

Results
- relative energy (zero: lowest compared OMol25 entry of this formula, charge and spin) (eV) = 3.986
- E_tot (a.u.) = -282.62776
- HOMO-LUMO gap (eV) = 10.2
- highest occupied orbital energy (eV) = -9.17
- lowest unoccupied orbital energy (eV) = 1.0

```
! RIJCOSX wB97M-V def2-TZVPD def2/J DEFGRID3
* xyz 0 1
C -0.391 1.162 -1.354
C 0.759 -0.633 1.562
C -0.281 -1.399 0.756
H -1.184 0.513 -2.803
H -0.352 2.275 -1.623
H 1.091 1.586 -0.027
H 0.240 0.320 1.994
H 1.607 -1.093 2.121
H -1.256 -1.200 0.824
H -0.196 -2.344 0.370
N -0.846 0.197 -1.923
N 0.075 1.028 -0.048
N 0.733 -0.412 0.150
*
```


ORCA calculation (ωB97M-V/def2-TZVPD) on C3H7N3 in the gas phase.

Results
- relative energy (zero: lowest compared OMol25 entry of this formula, charge and spin) (eV) = 1.535
- E_tot (a.u.) = -282.71784
- HOMO-LUMO gap (eV) = 9.4
- highest occupied orbital energy (eV) = -8.44
- lowest unoccupied orbital energy (eV) = 1.0

```
! RIJCOSX wB97M-V def2-TZVPD def2/J DEFGRID3
* xyz 0 1
C -0.341 -1.263 -0.577
C -1.289 -1.925 0.097
C -0.313 0.821 0.663
H 1.195 1.352 -1.195
H 2.147 0.376 -0.293
H 0.111 -1.677 -1.475
H -1.680 -2.847 -0.308
H -1.733 -1.609 1.048
H -1.281 0.453 1.050
H -0.348 2.490 1.573
N 1.375 0.359 -0.955
N 0.249 -0.042 -0.230
N 0.268 1.922 0.971
*
```


ORCA calculation (ωB97M-V/def2-TZVPD) on a molecular structure, C3H7N3 at a distorted geometry.

Results
- relative energy (zero: lowest compared OMol25 entry of this formula, charge and spin) (eV) = 6.112
- E_tot (a.u.) = -282.54963
- HOMO-LUMO gap (eV) = 9.2
- highest occupied orbital energy (eV) = -8.65
- lowest unoccupied orbital energy (eV) = 0.6

```
! RIJCOSX wB97M-V def2-TZVPD def2/J DEFGRID3
* xyz 0 1
C -0.380 1.586 0.202
C 1.362 0.180 -0.262
C -2.020 -0.791 0.057
H -0.956 1.212 1.115
H 0.346 2.523 0.912
H -0.877 2.010 -0.677
H 1.757 1.226 -0.641
H 1.386 -1.742 0.963
H -2.497 0.090 0.638
H -2.606 -1.705 -0.080
N 0.101 0.393 -0.336
N 1.970 -0.970 0.266
N -0.689 -0.776 -0.246
*
```


ORCA calculation (ωB97M-V/def2-TZVPD) on C3H7N3 in the gas phase at a distorted geometry.

Results
- relative energy (zero: lowest compared OMol25 entry of this formula, charge and spin) (eV) = 1.323
- E_tot (a.u.) = -282.56354
- HOMO-LUMO gap (alpha / beta) (eV) = 6.7 / 8.7
- highest occupied orbital energy (alpha / beta) (eV) = -5.57 / -9.41
- lowest unoccupied orbital energy (alpha / beta) (eV) = 1.1 / -0.7

```
! RIJCOSX wB97M-V def2-TZVPD def2/J DEFGRID3
* xyz 0 3
C -1.884 -0.183 0.079
C -0.738 -1.161 -0.072
C -1.655 1.087 -0.115
N 0.519 -0.749 -0.190
N 1.090 0.411 0.029
N 2.494 0.238 -0.046
H -2.824 -0.534 0.475
H -0.980 -2.171 -0.025
H -2.435 1.822 -0.108
H -0.542 1.338 -0.097
H 1.161 -1.479 -0.388
H 2.913 0.292 0.919
H 2.882 1.089 -0.461
*
```


ORCA calculation (ωB97M-V/def2-TZVPD) on C3H7N3O in the gas phase.

Results
- relative energy (zero: lowest compared OMol25 entry of this formula, charge and spin) (eV) = 3.004
- E_tot (a.u.) = -357.93946
- HOMO-LUMO gap (eV) = 9.5
- highest occupied orbital energy (eV) = -8.65
- lowest unoccupied orbital energy (eV) = 0.9

```
! RIJCOSX wB97M-V def2-TZVPD def2/J DEFGRID3
* xyz 0 1
C -0.361 0.959 -1.598
N -0.769 0.930 0.907
C -0.311 0.396 -0.222
N 1.310 -1.339 -0.482
C -0.235 -0.371 1.833
N 0.223 -0.740 0.169
O 0.644 -0.215 2.648
H -1.620 1.478 0.956
H 1.214 -2.344 -0.385
H 2.161 -1.067 0.010
H -1.121 -1.009 1.986
H 0.120 0.277 -2.297
H -1.400 1.119 -1.898
H 0.147 1.925 -1.626
*
```


ORCA calculation (ωB97M-V/def2-TZVPD) on C3H7N3O in the gas phase at a distorted geometry.

Results
- relative energy (zero: lowest compared OMol25 entry of this formula, charge and spin) (eV) = 4.183
- E_tot (a.u.) = -357.89615
- HOMO-LUMO gap (eV) = 8.9
- highest occupied orbital energy (eV) = -8.17
- lowest unoccupied orbital energy (eV) = 0.8

```
! RIJCOSX wB97M-V def2-TZVPD def2/J DEFGRID3
* xyz 0 1
C 1.198 -0.020 0.364
N 0.254 2.086 -0.711
N -1.449 -1.171 -0.499
C 0.504 -1.100 0.968
C -0.847 -1.189 0.725
O 0.048 1.074 0.287
N 2.271 0.130 -0.276
H -0.076 2.938 -0.256
H -0.433 1.851 -1.433
H 2.291 1.097 -0.629
H -2.383 -1.553 -0.595
H -0.847 -0.988 -1.295
H 0.949 -1.532 1.855
H -1.481 -1.622 1.496
*
```